1) Molecular formula: H20O10
Method: DFT, the ωB97M-V functional and the def2-TZVPD basis

```
30
Properties=species:S:1:pos:R:3
O -3.45 0.62 1.63
H -2.87 1.37 1.64
H -3.15 0.08 0.89
O -3.09 -0.58 -2.26
H -3.86 -1.13 -2.36
H -2.53 -1.06 -1.65
O 1.70 2.55 -0.44
H 0.95 1.99 -0.24
H 1.31 3.34 -0.82
O -1.76 -1.83 0.11
H -1.23 -2.57 -0.18
H -2.24 -2.15 0.87
O -0.49 -0.16 -3.27
H -0.22 -1.04 -3.03
H -1.38 -0.07 -2.92
O 2.47 0.03 3.16
H 2.76 0.28 2.29
H 3.17 -0.53 3.50
O -1.68 3.29 -0.65
H -2.35 2.77 -1.10
H -1.34 2.70 0.03
O 0.05 0.28 0.21
H -0.56 -0.39 -0.09
H 0.74 -0.21 0.66
O 3.47 0.47 0.87
H 3.60 -0.40 0.50
H 3.30 1.03 0.11
O 2.71 -2.75 1.17
H 2.78 -2.35 0.30
H 3.16 -3.59 1.09
```

Orbital gap ... 9.74 eV
Structure (SMILES) ... O.O.O.O.O.O.O.O.O.O
Multiplicity ... 1
LUMO level ... -0.575 eV
Charge ... 0


2) Molecular formula: H20O10
Method: DFT, the ωB97M-V functional and the def2-TZVPD basis

```
30
Properties=species:S:1:pos:R:3
O 19.42 -10.95 20.49
H 19.75 -11.01 21.38
H 19.89 -11.64 20.01
O 22.42 -8.65 18.34
H 22.12 -8.52 19.24
H 22.48 -7.77 17.98
O 21.14 -11.13 22.58
H 21.65 -11.19 23.39
H 21.64 -10.56 22.01
O 17.25 -10.14 19.12
H 17.83 -10.38 19.84
H 17.81 -10.17 18.34
O 19.95 -8.17 20.22
H 19.71 -9.08 20.40
H 19.11 -7.71 20.16
O 17.56 -7.58 22.85
H 17.76 -7.31 21.96
H 16.60 -7.57 22.90
O 17.91 -6.27 20.54
H 18.59 -5.76 20.10
H 17.12 -5.75 20.45
O 19.30 -6.29 16.88
H 19.41 -6.08 17.80
H 18.53 -6.86 16.86
O 21.73 -7.32 22.28
H 21.34 -7.53 23.13
H 21.11 -7.66 21.64
O 19.54 -10.24 17.44
H 19.96 -11.07 17.21
H 20.20 -9.78 17.96
```

Orbital gap ... 10.33 eV
Structure (SMILES) ... O.O.O.O.O.O.O.O.O.O
Multiplicity ... 1
LUMO level ... -0.059 eV
Charge ... 0


3) Molecular formula: H20O10
Method: DFT, the ωB97M-V functional and the def2-TZVPD basis

```
30
Properties=species:S:1:pos:R:3
O -0.16 3.26 -0.84
H -0.63 4.05 -1.12
H -0.47 3.23 0.05
O 1.10 1.04 -2.12
H 1.06 0.66 -1.24
H 0.72 1.90 -2.01
O 0.46 2.53 2.20
H 0.24 2.26 3.07
H 1.35 2.23 2.10
O -2.26 0.74 1.27
H -2.31 1.05 2.17
H -2.82 -0.04 1.16
O -1.78 0.56 -1.49
H -1.90 0.82 -0.62
H -0.85 0.51 -1.46
O -1.91 -2.59 -1.30
H -1.22 -2.34 -0.68
H -1.89 -3.53 -1.41
O 0.72 0.29 0.37
H 0.26 -0.56 0.49
H 0.19 0.86 0.96
O -0.57 -2.16 1.03
H -1.08 -1.91 1.81
H -0.15 -2.95 1.28
O 0.93 -2.14 -1.75
H 1.81 -1.78 -1.78
H 0.51 -1.74 -2.49
O 3.58 -1.22 0.49
H 3.89 -2.14 0.56
H 3.20 -0.90 1.29
```

Orbital gap ... 9.32 eV
Structure (SMILES) ... O.O.O.O.O.O.O.O.O.O
Multiplicity ... 1
LUMO level ... -0.438 eV
Charge ... 0


Unit: hartree. Relative energies: 1) 0.0180; 2) 0.0000; 3) 0.0247.


1) Molecular formula: H20O10
Method: DFT, the ωB97M-V functional and the def2-TZVPD basis

```
30
Properties=species:S:1:pos:R:3
O -0.30 -0.50 0.74
H 0.28 -0.93 1.40
H -0.20 0.45 0.67
O 3.14 -1.20 1.72
H 3.86 -0.56 1.74
H 3.51 -2.05 1.45
O -2.33 1.54 -3.56
H -2.43 0.59 -3.35
H -2.48 1.78 -2.64
O -1.51 -2.91 0.51
H -0.85 -2.67 1.16
H -0.88 -2.86 -0.23
O -1.54 -1.08 -3.08
H -0.66 -0.75 -3.30
H -1.79 -1.52 -3.91
O 0.12 1.79 2.53
H -0.18 2.03 1.65
H 0.60 2.60 2.74
O -0.02 2.12 -1.63
H 0.78 1.75 -2.01
H -0.53 2.88 -1.89
O 3.14 1.44 -0.73
H 2.73 0.57 -0.70
H 4.00 1.44 -1.15
O -3.59 0.15 0.54
H -3.70 -0.16 1.45
H -2.70 -0.22 0.46
O 0.90 -1.46 2.95
H 0.75 -0.80 3.63
H 1.87 -1.44 2.82
```

Orbital gap ... 10.15 eV
Structure (SMILES) ... O.O.O.O.O.O.O.O.O.O
Multiplicity ... 1
LUMO level ... -0.170 eV
Charge ... 0


2) Molecular formula: H20O10
Method: DFT, the ωB97M-V functional and the def2-TZVPD basis

```
30
Properties=species:S:1:pos:R:3
O -60.06 -45.40 18.42
H -59.46 -44.72 18.52
H -60.83 -45.36 18.78
O -59.86 -48.03 22.64
H -60.11 -48.25 21.63
H -59.39 -48.61 23.08
O -58.68 -47.60 19.38
H -59.18 -46.83 19.12
H -57.95 -47.15 19.00
O -59.70 -45.38 21.95
H -59.63 -46.10 22.43
H -58.95 -45.33 21.43
O -57.78 -45.01 20.89
H -57.32 -44.88 20.16
H -57.36 -45.48 21.70
O -61.38 -46.28 19.94
H -61.13 -47.16 20.12
H -61.01 -45.62 20.59
O -59.82 -46.59 15.79
H -60.30 -46.00 15.23
H -59.78 -46.19 16.56
O -60.53 -48.89 20.05
H -59.80 -48.55 19.54
H -60.47 -49.71 20.37
O -57.32 -48.51 21.53
H -57.10 -49.45 21.54
H -57.74 -48.35 20.67
O -56.43 -46.63 18.48
H -55.75 -47.30 18.65
H -55.87 -45.78 18.72
```

Orbital gap ... 9.74 eV
Structure (SMILES) ... O.O.O.O.O.O.O.O.O.O
Multiplicity ... 1
LUMO level ... -0.473 eV
Charge ... 0


Unit: hartree. Relative energies: 1) 0.0000; 2) 0.1185.


1) Molecular formula: C6H11NS
Method: DFT, the ωB97M-V functional and the def2-TZVPD basis

```
19
Properties=species:S:1:pos:R:3
C -1.57 -1.50 0.40
C -0.16 -1.15 0.01
C 0.98 -1.80 0.04
S 2.36 -0.88 -0.28
N 1.50 0.55 -0.18
C 1.96 1.38 1.06
C 0.01 0.35 -0.33
C -0.31 0.89 -1.82
H -1.70 -0.86 1.31
H -1.55 -2.52 0.90
H -2.36 -1.27 -0.29
H 1.11 -2.81 0.15
H 2.78 2.07 0.75
H 1.17 2.08 1.36
H 2.28 0.84 1.94
H -0.45 1.04 0.48
H 0.30 0.32 -2.55
H -0.04 1.97 -1.83
H -1.44 0.89 -1.99
```

Orbital gap ... 8.30 eV
Structure (SMILES) ... CC1=CSN(C)[C@H]1C
Multiplicity ... 1
LUMO level ... 0.888 eV
Charge ... 0


2) Molecular formula: C6H11NS
Method: DFT, the ωB97M-V functional and the def2-TZVPD basis

```
19
Properties=species:S:1:pos:R:3
C -0.47 0.01 0.56
C -0.35 -1.22 0.07
C 0.65 0.79 1.14
C -1.88 0.60 0.36
C -0.90 -2.51 -0.24
C 1.91 1.44 -0.99
N 1.84 0.81 0.25
S 2.21 -0.86 0.14
H 0.19 1.85 1.26
H 1.00 0.46 2.07
H -2.55 -0.13 -0.14
H -1.60 1.44 -0.40
H -2.34 1.02 1.23
H -0.13 -3.16 -0.55
H -1.57 -2.47 -1.17
H -1.56 -2.95 0.62
H 2.91 1.45 -1.59
H 1.15 0.91 -1.62
H 1.49 2.53 -1.00
```

Orbital gap (alpha / beta) ... 7.76 / 7.76 eV
Multiplicity ... 1
LUMO level (alpha / beta) ... 0.104 / 0.101 eV
Charge ... 0


Unit: hartree. Relative energies: 1) 0.0000; 2) 0.0795.